Entry 1:
This record from the Open Molecules 2025 dataset describes the ion C6H14P with charge +1. The level of theory is ωB97M-V with the def2-TZVPD basis set.

The geometry in XYZ format:
```
21
Properties=species:S:1:pos:R:3:lowdin_charge:R:1
C 1.383 0.131 1.665 -0.0117
C -1.050 -0.002 -0.157 -0.3609
C -1.693 -1.297 0.286 -0.0845
C -1.702 1.310 0.011 -0.1098
C 1.275 1.295 -1.028 -0.1823
C 1.515 -1.745 -0.643 -0.1476
P 0.730 -0.148 -0.073 0.8362
H 1.447 1.232 1.970 0.0606
H 0.852 -0.414 2.459 0.0295
H -2.301 -0.969 1.155 0.1071
H -0.948 -2.083 0.497 0.0710
H -2.336 -1.672 -0.526 0.1054
H -1.281 2.152 -0.534 0.0627
H -1.910 1.754 0.999 0.1096
H -2.781 1.281 -0.360 0.1279
H 0.335 1.870 -0.926 0.0165
H 1.444 1.152 -2.118 0.0835
H 2.124 1.898 -0.640 0.0802
H 1.579 -2.360 0.255 0.0546
H 2.493 -1.296 -0.811 0.0559
H 0.824 -2.090 -1.479 0.0960
```

- Total charge: +1
- E_HOMO (spin up / spin down): -0.524 / -0.479 hartree
- E: -15727.6324 eV
- Multiplicity: 1



Entry 2:
This record from the Open Molecules 2025 dataset describes an isolated molecule of C4H9NO. The level of theory is ωB97M-V with the def2-TZVPD basis set.

The geometry in XYZ format:
```
15
Properties=species:S:1:pos:R:3:lowdin_charge:R:1
C -0.994 1.100 -1.475 -0.0634
C 0.051 0.779 -0.536 -0.5132
O 0.987 1.676 -0.663 -0.0079
N 0.216 -0.250 0.294 -0.1499
C -0.858 -1.174 0.597 -0.0376
C 1.483 -0.472 0.970 -0.0316
H -1.589 1.950 -1.131 0.0530
H -1.608 0.303 -1.894 0.0354
H 0.303 1.910 -1.626 0.1669
H -0.998 -1.239 1.683 0.0931
H -1.782 -0.819 0.139 0.0840
H -0.626 -2.176 0.215 0.0950
H 1.755 -1.531 0.900 0.0916
H 1.410 -0.196 2.029 0.0965
H 2.250 0.141 0.497 0.0881
```

- Total charge: 0
- E_HOMO: -0.293 hartree
- E: -7829.0615 eV
- SMILES: C=C(O)N(C)C
- Multiplicity: 1



Entry 3:
This record from the Open Molecules 2025 dataset describes a structure of composition C22H15F2N2O. The level of theory is ωB97M-V with the def2-TZVPD basis set.

The geometry in XYZ format:
```
42
Properties=species:S:1:pos:R:3:lowdin_charge:R:1
F -2.310 2.974 3.160 0.0358
C -2.383 1.582 3.417 -0.1842
C -3.618 0.979 3.176 0.0387
C -3.678 -0.425 2.960 -0.0257
C -2.491 -1.152 2.875 -0.0285
C -1.266 -0.536 3.214 -0.1405
C -0.112 -1.354 2.820 -0.0780
C 1.197 -0.654 2.764 -0.1657
C 2.281 -1.353 3.317 -0.0202
C 3.581 -0.859 3.274 -0.0154
C 3.802 0.443 2.783 0.0407
C 2.723 1.140 2.231 -0.2024
F 2.948 2.485 1.963 0.0470
C 1.447 0.593 2.122 0.0691
C -1.232 0.841 3.628 0.0789
H -4.545 1.559 3.130 0.1362
H -4.605 -0.952 2.766 0.1177
H -2.491 -2.203 2.421 0.0950
H -0.447 -1.824 1.538 0.2724
H 2.054 -2.295 3.825 0.1110
H 4.374 -1.514 3.640 0.1241
H 4.806 0.898 2.884 0.1423
H 0.668 1.134 1.577 0.1455
H -0.305 1.351 3.878 0.1333
O 1.559 -2.806 0.609 0.1477
C 1.121 -3.388 1.588 -0.3398
C 1.490 -4.669 2.222 -0.1216
C 0.798 -4.801 3.432 -0.1526
C 0.972 -5.958 4.171 -0.0004
C 1.799 -6.980 3.677 -0.0320
C 2.506 -6.813 2.495 -0.0403
C 2.399 -5.619 1.780 0.0301
C -0.015 -3.538 3.730 -0.0609
C -0.025 -2.839 2.384 -0.2798
N -1.297 -3.918 1.569 0.1102
N -2.112 -3.676 0.760 0.2462
H 0.349 -6.071 5.064 0.1264
H 1.882 -7.889 4.249 0.1144
H 3.138 -7.600 2.132 0.1120
H 2.954 -5.414 0.868 0.1337
H -0.983 -3.784 4.218 0.1529
H 0.526 -2.886 4.429 0.1266
```

- Total charge: +1
- E_HOMO: -0.456 hartree
- E: -33507.0905 eV
- Multiplicity: 1



Entry 4:
This record from the Open Molecules 2025 dataset describes an isolated molecule of C12H12N4O2. The level of theory is ωB97M-V with the def2-TZVPD basis set.

The geometry in XYZ format:
```
30
Properties=species:S:1:pos:R:3:lowdin_charge:R:1
C -4.199 -1.176 1.371 -0.1078
C -2.874 -1.947 1.570 -0.2154
C -1.812 -1.257 0.717 -0.2253
C -0.926 -0.341 1.244 0.0280
C 0.143 0.232 0.427 -0.2256
N 1.153 0.827 1.057 0.2139
C 2.179 1.269 0.301 -0.0940
C 3.409 1.865 0.884 -0.3756
O 3.671 1.998 2.072 0.0771
N 4.438 2.247 0.058 0.2111
C 4.320 2.065 -1.299 -0.5192
O 5.245 2.229 -2.032 0.0979
N 3.137 1.660 -1.867 0.1828
C 2.137 1.156 -1.108 -0.2471
N 1.129 0.540 -1.736 0.1977
C 0.120 0.094 -0.956 -0.1860
C -1.108 -0.515 -1.612 -0.0911
C -1.737 -1.668 -0.746 -0.1280
H -4.581 -1.322 0.355 0.0668
H -4.058 -0.116 1.565 0.0717
H -4.940 -1.585 2.098 0.0807
H -3.028 -3.013 1.283 0.1178
H -2.594 -1.907 2.670 0.1234
H -1.010 -0.051 2.293 0.1207
H 5.298 2.508 0.509 0.1743
H 3.145 1.292 -2.817 0.1749
H -1.865 0.282 -1.696 0.1281
H -0.830 -0.929 -2.626 0.1303
H -2.767 -1.876 -1.087 0.1160
H -1.195 -2.562 -0.888 0.1020
```

- Total charge: 0
- E_HOMO: -0.312 hartree
- E: -22695.2013 eV
- SMILES: CCC1=Cc2nc3c(=O)[nH]c(=O)[nH]c3nc2CC1
- Multiplicity: 1



Entry 5:
This record from the Open Molecules 2025 dataset describes a cluster of 6 separate species, C5H21NO6 in total. The level of theory is ωB97M-V with the def2-TZVPD basis set.

The geometry in XYZ format:
```
33
Properties=species:S:1:pos:R:3:lowdin_charge:R:1
O -0.825 -1.134 -1.990 -0.0706
C 0.453 -1.025 -1.350 -0.2170
C 0.671 0.179 -0.438 -0.3012
C 2.052 0.778 -0.654 -0.1443
C 2.975 -0.041 0.278 -0.1497
C 2.080 -0.340 1.492 -0.1949
N 0.698 -0.253 0.978 -0.0319
H -1.523 -0.756 -1.441 0.0377
H 1.176 -1.206 -2.145 0.1241
H 0.564 -1.955 -0.818 0.0906
H -0.207 0.788 -0.638 0.1164
H 2.116 1.851 -0.536 0.1136
H 2.519 0.621 -1.628 0.1044
H 3.273 -1.026 -0.075 0.1097
H 3.809 0.609 0.530 0.1065
H 2.182 -1.356 1.884 0.0961
H 2.259 0.310 2.352 0.1106
H 0.123 0.363 1.536 0.1083
O -0.802 -2.849 1.152 -0.0457
H 0.049 -2.511 1.471 0.0441
H -0.790 -2.393 0.300 0.0246
O -2.590 -1.125 2.128 -0.0755
H -2.394 -0.760 2.996 0.0504
H -1.868 -1.770 1.938 -0.0001
O -2.134 2.999 1.032 -0.0706
H -2.356 2.052 1.021 -0.0064
H -2.358 3.214 0.119 0.0291
O -0.222 2.206 -3.160 -0.0460
H 0.659 1.935 -3.421 0.0331
H -0.710 1.473 -2.777 0.0117
O -2.572 0.413 -0.143 -0.0677
H -3.326 0.890 -0.513 0.0719
H -2.983 -0.178 0.520 0.0388
```

- Total charge: 0
- E_HOMO: -0.340 hartree
- E: -19300.3619 eV
- SMILES: OC[C@@H]1CCCN1.O.O.O.O.O
- Multiplicity: 1



Entry 6:
This record from the Open Molecules 2025 dataset describes a structure of composition C35H46Cl2N5O5STc. The level of theory is ωB97M-V with the def2-TZVPD basis set.

The geometry in XYZ format:
```
95
Properties=species:S:1:pos:R:3:lowdin_charge:R:1
Tc 2.573 -0.276 0.722 1.8190
C -1.361 -3.680 2.222 -0.0639
C -0.539 -4.010 3.466 -0.1960
N -0.899 -3.212 4.637 -0.0402
C -2.143 -3.580 5.352 -0.1674
C -3.252 -2.548 5.210 -0.0561
C -0.156 -2.241 5.191 -0.4112
O -0.414 -1.706 6.253 0.1092
C 1.114 -1.722 4.516 -0.0481
C 2.136 -1.320 5.378 0.0928
C 3.282 -0.718 4.875 0.0288
C 3.376 -0.491 3.523 -0.0914
N 2.385 -0.863 2.683 -0.1145
C 1.278 -1.474 3.177 -0.0459
H -1.048 -4.308 1.383 0.0865
H -1.278 -2.625 1.938 0.0439
H -2.419 -3.874 2.404 0.0845
H 0.531 -3.924 3.283 0.1093
H -0.707 -5.055 3.725 0.1327
H -1.900 -3.737 6.401 0.1323
H -2.465 -4.534 4.936 0.1244
H -2.941 -1.583 5.609 0.0759
H -4.122 -2.880 5.775 0.0919
H -3.553 -2.425 4.167 0.0687
H 2.003 -1.479 6.441 0.1537
H 4.081 -0.399 5.531 0.1400
H 4.228 0.012 3.089 0.1158
H 0.517 -1.725 2.454 0.0915
Cl 3.440 8.008 -0.385 0.7945
C 3.283 6.309 -0.289 -0.6352
C 4.366 5.543 0.132 -0.0597
C 4.234 4.172 0.225 -0.0063
C 3.029 3.568 -0.133 -0.1602
C 1.947 4.340 -0.558 0.0081
C 2.076 5.713 -0.636 -0.0558
C 2.866 2.118 0.005 -0.4961
O 2.775 1.280 -0.920 0.0131
O 2.795 1.610 1.223 -0.0816
H 5.298 6.029 0.387 0.1253
H 5.073 3.576 0.567 0.1216
H 1.011 3.868 -0.835 0.1327
H 1.248 6.328 -0.963 0.1271
C 6.729 -2.274 0.802 -0.2032
S 5.734 -1.272 -0.267 1.0254
C 6.625 0.260 -0.201 -0.2054
O 4.447 -1.023 0.589 -0.6922
H 7.699 -2.402 0.318 0.0949
H 6.236 -3.241 0.899 0.0796
H 6.829 -1.777 1.766 0.0815
H 7.590 0.101 -0.688 0.0950
H 6.757 0.556 0.840 0.0818
H 6.052 0.996 -0.765 0.0662
C -5.257 0.272 -1.031 -0.0250
C -4.677 -0.448 -2.261 -0.5151
C -5.138 -1.914 -2.230 -0.0269
C -5.283 0.206 -3.509 -0.0295
C -3.111 -0.334 -2.281 -0.4216
O -2.675 1.002 -2.054 0.0025
C -2.455 -0.855 -3.577 -0.0951
C -2.378 0.123 -4.765 -0.1327
C -1.372 1.223 -4.674 -0.2165
C -1.770 2.579 -4.743 -0.0345
C -0.848 3.588 -4.783 -0.0897
C 0.522 3.260 -4.757 -0.7054
Cl 1.676 4.487 -4.864 0.7189
C 0.949 1.916 -4.670 -0.1153
C 0.011 0.923 -4.630 -0.0537
C -2.568 -1.166 -1.089 -0.0302
N -1.410 -0.571 -0.410 -0.0474
C -0.125 -0.829 -0.535 -0.0683
N 0.541 -0.110 0.388 -0.1027
C -0.445 0.591 1.045 -0.1367
N -1.630 0.318 0.591 0.2037
H -6.346 0.240 -1.089 0.1018
H -4.965 1.321 -0.978 0.0919
H -4.983 -0.195 -0.083 0.0823
H -6.228 -1.938 -2.248 0.1042
H -4.830 -2.440 -1.324 0.0843
H -4.798 -2.488 -3.095 0.0905
H -6.369 0.210 -3.412 0.1033
H -5.050 -0.345 -4.422 0.0934
H -4.983 1.252 -3.640 0.0926
H -3.356 1.612 -2.358 0.0970
H -3.000 -1.736 -3.917 0.1191
H -1.437 -1.198 -3.351 0.1026
H -3.354 0.544 -4.992 0.0937
H -2.096 -0.487 -5.632 0.1378
H -2.826 2.820 -4.803 0.1206
H -1.151 4.625 -4.857 0.1137
H 2.009 1.696 -4.675 0.1001
H 0.327 -0.114 -4.620 0.1100
H -2.295 -2.171 -1.406 0.1463
H -3.314 -1.242 -0.309 0.1149
H 0.299 -1.515 -1.254 0.1596
H -0.256 1.277 1.857 0.1442
```

- <S²>: 3.803
- Total charge: +3
- E_HOMO (spin up / spin down): -0.518 / -0.518 hartree
- E: -92781.7767 eV
- Multiplicity: 4



- Look up the total charge of the fourth one.
  0



- Which value of E does entry 2 give?
  -7829.0615 eV